# 1
The following is a quantum chemistry calculation of 2 unconnected molecules or ions with the total composition C8H13N4 in a non-equilibrium geometry, from OMol25.

- E (eV) = -14457.912
- molar mass (g/mol) = 165.22
- net charge = +1

Element x y z (Å)
C1 -3.1047 -0.9503 -0.0804
C2 -2.1000 -1.6057 -0.6737
C3 -2.9079 0.3798 0.4148
C4 -0.7564 -0.9983 -0.8642
C5 -1.7121 1.0045 0.3286
C6 -0.5633 0.3541 -0.2385
C7 2.3743 -0.4422 -0.2565
C8 0.9517 2.1685 0.2144
N1 2.3424 -1.1075 0.7441
N2 3.0729 -0.0658 -1.2776
N3 0.6221 0.8589 -0.2750
N4 1.6933 -1.1813 1.8738
H1 -4.0746 -1.4049 0.0337
H2 -2.2351 -2.6029 -1.0677
H3 -3.7440 0.8827 0.8764
H4 -0.5977 -0.8808 -1.9439
H5 -1.5889 2.0006 0.7255
H6 1.9845 2.3822 -0.0570
H7 0.3117 2.9348 -0.2280
H8 0.8600 2.2321 1.3019
H9 3.9520 0.4185 -1.1437
H10 2.6372 0.0018 -2.1859
H11 0.8932 -0.5784 2.0268
H12 1.6707 -2.1022 2.2892
H13 0.0189 -1.6984 -0.5370

These are the Mulliken partial charges, in e, on atoms 1 to 2: C -0.406; C -0.669


# 2
The following is a quantum chemistry calculation of a gas-phase ion, C8H13N4 (charge +1) in a non-equilibrium geometry, from OMol25.

- E (eV) = -14458.694
- molar mass (g/mol) = 165.22
- net charge = +1

Element x y z (Å)
C1 -2.3430 -0.1954 1.0971
C2 -1.5933 -0.2374 -0.0036
N1 -1.7659 0.5503 -1.1275
C3 -1.1321 0.3554 -2.4100
C4 -0.3350 -1.0452 0.1710
N2 -0.3380 -2.3636 0.5315
C5 0.8949 -2.8574 0.5463
N3 1.7122 -1.8327 0.3287
C6 1.0101 -0.7036 0.0823
N4 1.5744 0.3049 -0.5588
C7 2.0456 1.3507 -0.0369
C8 1.9892 1.7814 1.3893
H1 -2.1050 -0.6502 1.9913
H2 -3.2940 0.3206 1.0094
H3 -2.7620 0.6133 -1.2812
H4 -0.7702 -0.6502 -2.5273
H5 -1.8937 0.4130 -3.3538
H6 -0.3760 1.1331 -2.6455
H7 -1.1688 -3.0000 0.4030
H8 1.2361 -3.7634 0.8421
H9 2.7172 -1.8430 0.4469
H10 2.5077 2.0405 -0.6289
H11 1.5495 0.8268 1.8218
H12 2.8348 2.1460 1.8208
H13 1.3186 2.5597 1.6456

These are the Mulliken partial charges, in e, on atoms 1 to 2: C -1.315; C 0.354


The relative energy (zero: lowest compared OMol25 entry of this formula, charge and spin) results, record by record, are as follows: 79.5, 61.4 kcal/mol.